136
Properties=species:S:1:pos:R:3:mulliken_spin:R:1 method="wB97M-V/def2-TZVPD" e_homo_ev="-7.98 / -7.98" multiplicity=3 de_lowest_ev=0.000 e_lumo_ha="0.01282 / 0.01159" homo_lumo_gap_ev="8.33 / 8.30" total_energy_ha=-3267.24022 charge=0 largest_force_ev_per_a=2.2
C 0.578 5.112 6.144 0.00
C 0.053 4.780 7.309 0.00
C -0.401 5.800 8.280 0.00
O -0.292 6.970 8.089 0.00
O -0.954 5.297 9.419 0.00
C 0.094 4.803 10.268 0.00
C -0.444 4.390 11.609 0.00
C -1.261 3.068 11.661 0.00
C -1.119 2.143 10.463 0.00
C -1.780 0.779 10.742 0.00
C -2.698 0.258 9.596 0.00
Si -4.529 0.528 9.991 0.00
O -5.411 1.520 8.957 0.00
Si -4.787 2.947 8.440 0.00
Cl -3.811 2.532 6.637 0.00
C -6.097 4.225 8.132 0.00
C -5.564 5.674 8.137 0.00
C -5.743 6.415 6.811 0.00
C -5.038 5.707 5.661 0.00
C -4.927 6.562 4.393 0.00
C -5.098 5.682 3.150 0.00
C -4.151 4.475 3.144 0.00
C -3.482 4.200 1.796 0.00
C -3.022 2.747 1.740 0.00
C -2.430 2.352 0.366 0.00
C -1.075 1.678 0.551 0.00
C -0.561 1.197 -0.802 0.00
N 0.594 0.318 -0.717 0.00
C 0.939 -0.647 -1.626 0.00
C 2.100 -1.218 -1.197 0.00
C 2.465 -0.605 0.019 0.00
C 1.521 0.351 0.271 0.00
H 0.842 6.129 5.904 0.00
H 0.784 4.348 5.414 0.00
H -0.049 3.741 7.583 0.00
H 0.782 5.634 10.432 0.00
H 0.675 4.027 9.776 0.00
H 0.389 4.335 12.303 0.00
H -1.074 5.190 11.986 0.00
H -0.905 2.512 12.526 0.00
H -2.304 3.291 11.875 0.00
H -1.458 2.601 9.541 0.00
H -0.053 1.951 10.349 0.00
H -0.991 0.049 10.887 0.00
H -2.368 0.815 11.656 0.00
H -2.390 0.613 8.619 0.00
H -2.590 -0.826 9.574 0.00
H -5.196 -0.791 9.924 0.00
H -4.678 0.967 11.398 0.00
H -3.790 3.506 9.365 0.00
H -6.684 4.021 7.242 0.00
H -6.807 4.152 8.955 0.00
H -6.111 6.261 8.870 0.00
H -4.519 5.732 8.439 0.00
H -5.322 7.413 6.920 0.00
H -6.804 6.529 6.594 0.00
H -4.066 5.387 6.017 0.00
H -5.613 4.814 5.421 0.00
H -3.903 6.936 4.344 0.00
H -5.638 7.381 4.387 0.00
H -5.004 6.251 2.228 0.00
H -6.114 5.289 3.201 0.00
H -3.379 4.566 3.900 0.00
H -4.714 3.586 3.418 0.00
H -2.566 4.787 1.742 0.00
H -4.140 4.393 0.954 0.00
H -3.841 2.065 1.962 0.00
H -2.259 2.574 2.497 0.00
H -3.086 1.636 -0.121 0.00
H -2.338 3.237 -0.257 0.00
H -1.152 0.819 1.211 0.00
H -0.376 2.411 0.942 0.00
H -0.227 2.094 -1.328 0.00
H -1.349 0.761 -1.404 0.00
H 0.346 -0.847 -2.496 0.00
H 2.655 -1.995 -1.687 0.00
H 3.325 -0.822 0.619 0.00
H 1.501 1.013 1.113 0.00
C 2.178 1.420 -6.100 0.02
C 3.419 0.569 -5.732 0.01
C 4.585 0.942 -6.648 0.02
C 4.422 0.423 -8.076 -0.02
C 4.144 -1.081 -8.082 0.02
C 2.972 -1.479 -7.185 0.03
N 3.102 -0.889 -5.817 0.35
O 3.983 -1.557 -5.149 0.58
C 1.649 -1.043 -7.841 0.02
C 2.882 -2.998 -7.105 -0.02
C 3.752 0.955 -4.296 -0.01
H 2.151 2.334 -5.508 0.00
H 2.167 1.734 -7.143 0.00
H 1.253 0.884 -5.892 -0.01
H 5.514 0.539 -6.234 0.01
H 4.698 2.028 -6.660 0.00
H 3.622 0.959 -8.594 0.00
H 5.334 0.625 -8.641 0.00
H 3.946 -1.417 -9.102 0.00
H 5.047 -1.606 -7.755 0.00
H 0.806 -1.228 -7.175 -0.01
H 1.484 -1.617 -8.753 0.00
H 1.628 0.004 -8.136 0.00
H 3.805 -3.454 -6.754 0.00
H 2.676 -3.411 -8.091 0.01
H 2.075 -3.309 -6.440 0.00
H 2.938 0.693 -3.618 0.00
H 3.923 2.029 -4.230 0.00
H 4.662 0.476 -3.938 0.00
C 2.355 -8.921 -10.418 0.01
C 2.900 -7.695 -9.644 0.02
C 4.396 -7.872 -9.384 0.02
C 4.706 -8.915 -8.312 -0.02
C 3.932 -8.621 -7.028 0.02
C 2.430 -8.455 -7.255 0.03
N 2.145 -7.497 -8.368 0.36
O 2.334 -6.292 -7.945 0.55
C 1.794 -9.828 -7.543 0.01
C 1.769 -7.981 -5.966 -0.01
C 2.683 -6.507 -10.574 -0.01
H 2.406 -8.751 -11.492 0.00
H 2.921 -9.832 -10.229 0.00
H 1.309 -9.109 -10.178 -0.01
H 4.826 -6.914 -9.073 0.00
H 4.892 -8.143 -10.319 0.00
H 4.477 -9.921 -8.673 0.00
H 5.777 -8.908 -8.100 0.00
H 4.100 -9.421 -6.304 0.00
H 4.335 -7.709 -6.577 0.01
H 0.741 -9.721 -7.805 -0.01
H 1.854 -10.455 -6.654 0.00
H 2.289 -10.384 -8.336 0.00
H 2.209 -7.060 -5.590 0.00
H 1.892 -8.740 -5.195 0.00
H 0.700 -7.816 -6.112 0.00
H 1.621 -6.352 -10.771 0.00
H 3.185 -6.694 -11.522 0.00
H 3.095 -5.585 -10.168 0.01


156
Properties=species:S:1:pos:R:3:lowdin_charge:R:1 method="wB97M-V/def2-TZVPD" e_homo_ev=-3.72 e_lumo_ha=0.05364 homo_lumo_gap_ev=5.18 total_energy_ha=-9314.46945 charge=-1 largest_force_ev_per_a=2.5
C -0.992 2.304 -1.273 -0.05
C -0.020 1.608 -0.340 -0.51
C -0.574 1.822 1.083 -0.15
C 0.139 0.983 2.113 -0.21
C 0.076 -0.486 1.764 -0.14
C 0.743 -0.681 0.392 -0.50
N -0.047 0.161 -0.535 -0.17
O 0.167 -0.174 -1.892 -0.29
C 0.583 -2.149 0.056 -0.06
C 2.265 -0.421 0.408 -0.04
C 1.320 2.377 -0.387 -0.04
H -0.842 3.384 -1.293 0.08
H -2.029 2.017 -1.095 0.07
H -0.691 1.969 -2.273 0.06
H -1.664 1.773 1.139 0.09
H -0.378 2.881 1.340 0.12
H -0.258 1.274 3.097 0.11
H 1.171 1.347 2.205 0.08
H -0.984 -0.800 1.741 0.06
H 0.652 -0.954 2.573 0.07
H 1.127 -2.538 -0.810 0.06
H -0.480 -2.363 -0.081 0.08
H 1.052 -2.770 0.831 0.07
H 2.547 -0.263 -0.637 0.08
H 2.742 -1.315 0.816 0.07
H 2.554 0.448 0.997 0.05
H 1.835 2.234 0.574 0.05
H 1.201 3.459 -0.429 0.08
H 2.047 1.942 -1.073 0.06
C -0.537 -6.281 2.136 -0.22
C -0.405 -4.844 2.644 -0.19
C -1.447 -4.588 3.762 -0.20
S -2.490 -6.040 3.937 0.66
O -3.858 -5.655 3.707 -0.34
O -2.165 -6.860 5.067 -0.31
C -1.914 -6.852 2.425 -0.22
H 0.232 -6.887 2.634 0.12
H -0.270 -6.356 1.081 0.11
H -0.659 -4.126 1.863 0.09
H 0.594 -4.581 2.979 0.10
H -2.100 -3.761 3.489 0.08
H -0.995 -4.280 4.704 0.09
H -2.572 -6.377 1.686 0.10
H -2.066 -7.922 2.390 0.11
C 6.243 0.174 0.632 -0.18
C 7.580 0.913 0.912 -0.20
C 7.699 1.266 2.410 -0.24
S 6.803 -0.027 3.262 0.65
O 6.113 0.531 4.396 -0.34
O 7.658 -1.178 3.425 -0.31
C 5.605 -0.291 1.951 -0.23
H 6.551 -0.695 0.056 0.11
H 5.592 0.820 0.051 0.10
H 7.750 1.811 0.327 0.11
H 8.407 0.199 0.834 0.11
H 7.110 2.187 2.551 0.10
H 8.577 1.538 2.992 0.11
H 4.738 0.315 2.206 0.07
H 5.274 -1.322 1.864 0.10
C -5.379 3.260 1.728 -0.21
C -6.324 3.770 2.825 -0.22
C -5.663 4.978 3.429 -0.24
S -3.890 4.642 3.511 0.66
O -3.689 3.882 4.720 -0.33
O -3.121 5.822 3.271 -0.31
C -3.938 3.505 2.128 -0.23
H -5.612 3.817 0.809 0.09
H -5.576 2.256 1.348 0.11
H -6.519 2.967 3.542 0.12
H -7.314 4.036 2.455 0.11
H -5.987 5.333 4.402 0.11
H -5.704 5.808 2.715 0.11
H -3.430 2.572 2.393 0.09
H -3.268 3.817 1.322 0.10
C 4.458 3.370 -2.000 -0.20
C 3.381 3.944 -2.941 -0.19
C 3.756 3.399 -4.304 -0.28
S 5.521 3.535 -4.468 0.65
O 5.852 4.921 -4.648 -0.32
O 6.062 2.579 -5.390 -0.31
C 5.792 3.094 -2.737 -0.22
H 4.243 2.422 -1.509 0.09
H 4.651 4.097 -1.209 0.11
H 3.489 5.013 -3.182 0.12
H 2.363 3.892 -2.571 0.10
H 3.288 3.804 -5.200 0.08
H 3.572 2.319 -4.402 0.09
H 6.624 3.714 -2.407 0.10
H 6.076 2.046 -2.709 0.09
C -3.058 -2.088 -3.261 -0.19
C -3.329 -1.015 -2.199 -0.23
C -4.815 -0.694 -2.032 -0.22
S -5.459 -0.988 -3.676 0.67
O -5.254 0.200 -4.472 -0.33
O -6.721 -1.684 -3.655 -0.33
C -4.224 -2.179 -4.243 -0.20
H -2.847 -3.042 -2.779 0.11
H -2.150 -1.759 -3.731 0.09
H -2.828 -0.099 -2.510 0.10
H -2.883 -1.273 -1.243 0.07
H -5.122 0.268 -1.629 0.10
H -5.253 -1.439 -1.359 0.08
H -4.010 -1.991 -5.291 0.11
H -4.763 -3.121 -4.158 0.09
O 1.814 -4.871 -6.403 0.11
C 1.368 -4.345 -5.421 -0.50
O 1.450 -3.035 -5.166 0.01
C 1.192 -2.714 -3.779 -0.14
C 0.845 -4.038 -3.121 -0.16
C 0.640 -5.030 -4.277 -0.08
H 0.302 -2.108 -3.709 0.08
H 2.045 -2.205 -3.348 0.13
H -0.026 -4.058 -2.476 0.10
H 1.743 -4.426 -2.629 0.11
H -0.422 -5.009 -4.560 0.12
H 0.876 -6.070 -4.095 0.12
Cl -5.250 3.650 -2.329 0.54
C -3.937 3.302 -3.497 -0.65
C -4.418 3.392 -4.905 -0.70
Cl -4.729 5.019 -5.525 0.55
H -3.634 2.282 -3.276 0.05
H -3.133 3.982 -3.232 0.07
H -5.339 2.815 -4.957 0.05
H -3.713 2.866 -5.548 0.08
Cl 1.850 -4.274 6.577 0.56
C 2.420 -3.096 5.379 -0.71
C 1.659 -1.785 5.281 -0.62
Cl 2.720 -0.690 4.379 0.67
H 2.471 -3.577 4.401 0.06
H 3.451 -2.864 5.633 0.05
H 1.642 -1.430 6.311 0.06
H 0.658 -1.819 4.866 0.07
Cl 0.994 1.942 6.507 0.55
C 1.645 2.770 5.062 -0.69
C 3.138 2.776 4.983 -0.64
Cl 3.568 3.731 3.522 0.54
H 1.293 3.797 5.192 0.07
H 1.091 2.484 4.175 0.03
H 3.594 1.801 4.850 0.00
H 3.583 3.248 5.853 0.07
Cl -3.557 -1.380 1.490 0.59
C -4.558 -2.757 2.094 -0.62
C -5.989 -2.652 1.662 -0.66
Cl -6.720 -1.046 1.801 0.55
H -4.267 -2.722 3.146 0.06
H -4.039 -3.685 1.850 0.06
H -6.592 -3.415 2.145 0.08
H -5.978 -2.861 0.591 0.06
Cl 0.650 3.081 -5.880 0.53
C 0.870 1.539 -4.953 -0.62
C -0.133 0.501 -5.266 -0.68
Cl -0.008 -0.311 -6.841 0.57
H 0.793 1.816 -3.902 0.05
H 1.912 1.312 -5.148 0.05
H -1.142 0.856 -5.040 0.08
H -0.004 -0.299 -4.542 0.03


146
Properties=species:S:1:pos:R:3:lowdin_charge:R:1 method="wB97M-V/def2-TZVPD" e_homo_ev=-5.60 de_lowest_ev=0.214 e_lumo_ha=-0.00129 homo_lumo_gap_ev=5.57 total_energy_ha=-2920.91728 charge=0 largest_force_ev_per_a=4.2
Rb -10.952 24.236 12.470 0.90
Rb -12.942 20.313 13.774 0.74
O -15.660 24.121 12.665 0.10
C -14.863 23.238 13.229 -0.95
O -13.686 23.274 12.909 -0.13
O -15.341 22.423 14.022 -0.05
H -14.921 24.496 12.181 0.08
C -9.612 18.947 15.219 -0.04
C -8.682 19.542 14.133 -0.47
C -8.093 18.288 13.417 -0.16
C -7.456 18.556 12.124 -0.20
C -8.450 19.289 11.199 -0.12
C -8.988 20.607 11.835 -0.49
N -9.516 20.422 13.214 -0.17
O -10.219 21.584 13.807 -0.44
C -10.206 20.958 10.962 -0.07
C -7.919 21.721 11.690 -0.02
C -7.588 20.305 14.875 -0.03
H -9.137 18.156 15.799 0.09
H -10.517 18.499 14.809 0.06
H -9.858 19.761 15.902 0.05
H -8.895 17.571 13.240 0.11
H -7.339 17.830 14.057 0.13
H -7.113 17.615 11.694 0.10
H -6.549 19.151 12.237 0.11
H -9.259 18.620 10.905 0.09
H -7.932 19.580 10.285 0.11
H -11.105 20.357 11.093 0.06
H -9.989 20.877 9.897 0.08
H -10.586 21.963 11.146 0.01
H -7.006 21.518 12.249 0.06
H -8.361 22.644 12.065 0.05
H -7.594 21.804 10.653 0.08
H -6.904 20.828 14.207 0.06
H -6.946 19.702 15.517 0.08
H -8.085 21.054 15.492 0.07
C -18.272 20.399 8.990 -0.02
C -18.179 21.764 9.651 -0.47
O -19.049 22.576 9.457 0.07
C -16.990 22.009 10.589 0.01
H -19.309 20.098 8.840 0.09
H -17.871 19.701 9.725 0.03
H -17.699 20.379 8.063 0.09
H -16.685 23.053 10.661 0.06
H -16.151 21.322 10.478 0.07
H -17.278 21.793 11.618 0.08
C -10.896 20.917 18.142 -0.01
C -12.181 20.176 17.802 -0.45
O -12.795 20.379 16.747 -0.04
C -12.712 19.142 18.746 -0.01
H -10.985 21.510 19.052 0.09
H -10.620 21.604 17.342 0.06
H -10.080 20.228 18.360 0.09
H -11.924 18.389 18.753 0.08
H -13.742 18.871 18.513 0.06
H -12.660 19.541 19.759 0.09
C -20.529 19.288 12.336 -0.01
C -19.064 18.872 12.342 -0.45
O -18.577 18.099 11.526 0.04
C -18.144 19.467 13.400 -0.02
H -20.523 20.331 12.019 0.09
H -21.074 19.153 13.271 0.09
H -21.044 18.747 11.543 0.08
H -18.330 20.539 13.458 0.09
H -17.080 19.373 13.186 0.08
H -18.251 19.033 14.394 0.06
C -11.287 16.522 11.031 -0.01
C -10.405 15.275 11.058 -0.45
O -10.686 14.335 11.809 0.04
C -9.140 15.269 10.232 -0.01
H -10.870 17.292 11.680 0.08
H -12.325 16.335 11.305 0.07
H -11.343 16.887 10.006 0.07
H -8.908 14.221 10.046 0.09
H -8.373 15.858 10.735 0.08
H -9.341 15.746 9.273 0.08
C -15.869 16.701 15.130 0.00
C -15.003 16.956 13.914 -0.50
O -13.899 17.396 14.086 0.01
C -15.515 16.648 12.583 0.00
H -15.272 16.752 16.040 0.07
H -16.133 15.647 15.045 0.09
H -16.759 17.329 15.183 0.07
H -14.712 16.563 11.851 0.08
H -16.200 17.440 12.279 0.07
H -16.083 15.727 12.711 0.10
C -14.862 24.533 9.212 0.00
C -13.413 24.109 9.357 -0.45
O -12.554 24.822 9.940 -0.04
C -13.045 22.805 8.827 -0.02
H -14.780 25.262 8.406 0.10
H -15.335 25.049 10.048 0.09
H -15.529 23.737 8.879 0.07
H -13.422 21.985 9.439 0.09
H -11.960 22.710 8.841 0.09
H -13.342 22.675 7.786 0.10
C -10.723 24.378 17.172 -0.02
C -11.382 25.447 16.373 -0.43
O -11.329 25.435 15.146 -0.04
C -12.315 26.472 17.120 0.00
H -11.338 23.900 17.936 0.06
H -9.809 24.764 17.623 0.10
H -10.384 23.583 16.508 0.08
H -13.201 26.791 16.571 0.08
H -11.627 27.298 17.296 0.08
H -12.673 26.025 18.048 0.06
C -11.261 15.399 14.646 -0.02
C -11.238 15.770 16.106 -0.50
O -10.319 15.380 16.819 0.05
C -12.437 16.462 16.690 -0.01
H -10.236 15.254 14.304 0.09
H -11.784 16.257 14.223 0.05
H -11.856 14.501 14.481 0.10
H -13.254 15.812 16.378 0.09
H -12.318 17.421 16.185 0.08
H -12.259 16.423 17.765 0.08
C -15.634 23.572 19.677 -0.01
C -14.291 23.616 19.001 -0.45
O -13.231 23.780 19.594 0.05
C -14.330 23.435 17.476 0.01
H -16.218 24.410 19.297 0.10
H -15.560 23.535 20.763 0.09
H -16.175 22.650 19.462 0.06
H -14.904 22.563 17.162 0.06
H -13.311 23.164 17.199 0.07
H -14.641 24.318 16.917 0.10
C -13.036 19.173 8.793 0.00
C -13.981 19.031 9.935 -0.51
O -13.665 19.207 11.091 0.00
C -15.369 18.599 9.651 0.01
H -13.068 20.141 8.294 0.08
H -13.284 18.336 8.141 0.09
H -12.028 18.971 9.157 0.07
H -15.976 19.495 9.779 0.05
H -15.517 17.793 10.370 0.07
H -15.447 18.294 8.608 0.10
C -16.352 19.779 16.921 0.00
C -16.719 19.531 18.333 -0.48
O -15.964 18.942 19.102 0.05
C -18.009 20.149 18.843 -0.01
H -16.008 20.801 16.757 0.09
H -17.210 19.587 16.277 0.06
H -15.587 19.050 16.654 0.08
H -18.723 19.975 18.038 0.08
H -17.785 21.216 18.853 0.07
H -18.330 19.733 19.798 0.09